DFT (ωB97M-V/def2-TZVPD) results for a structure of composition C30H63F3N6O7SbSi.

**HOMO-LUMO gap**: 4.8 eV
**Multiplicity**: 1
**Charge**: -1
**HOMO level**: -3.198 eV

CARTESIAN COORDINATES (ANGSTROEM)
Sb (4.7794, 1.6150, -2.0026)
Si (4.8089, -0.5526, -0.7808)
F (7.6516, 3.0085, 2.0255)
F (5.8781, 3.8816, 0.6906)
F (8.1762, 4.1880, 0.0199)
O (-11.3699, 1.4226, 1.1718)
O (-1.6682, 0.3442, -2.7737)
O (-6.3392, 1.7949, 4.0907)
O (-3.4935, -1.8942, -5.1290)
O (5.3255, -6.9912, 1.1125)
O (7.2016, 1.8949, -0.0262)
O (6.6817, -2.1939, 3.4213)
N (7.0015, -7.5117, 2.5091)
N (-8.0923, 2.9980, 3.3771)
N (0.0272, 1.5680, -0.5154)
N (-2.9895, -0.8037, -7.0229)
N (8.3296, -0.9094, 4.2368)
N (-10.0546, 1.7432, -0.6163)
C (-3.6201, 1.7618, 0.7645)
C (-1.1406, 2.5641, -0.4415)
C (-11.2652, 1.4696, -0.0518)
C (6.2501, -1.6462, -1.5423)
C (1.3652, 2.2766, -0.4437)
C (8.9730, -0.0038, 5.1585)
C (-3.2040, 0.0883, -8.1373)
C (-8.4784, 0.7316, 4.2551)
C (2.6996, 1.4051, -2.7063)
C (6.0067, -6.6802, 2.0870)
C (1.8187, 2.6036, -1.9878)
C (7.2089, 3.2269, 0.5975)
C (3.1966, -1.5948, -0.8709)
C (-3.8435, -1.1050, -6.0036)
C (7.0709, -1.4298, 4.3017)
C (-2.5103, 1.6043, -0.4416)
C (-4.9187, 0.7145, 0.6868)
C (7.9062, -7.3344, 3.6197)
C (-5.0582, -0.4051, -0.5118)
C (6.2006, -1.0412, 5.4642)
C (5.2558, -0.4043, 1.1205)
C (5.7824, -5.4001, 2.8427)
C (-12.4371, 1.2335, -0.9634)
C (6.9181, 1.9484, -1.4679)
C (-2.6392, 0.5077, -1.6695)
C (-5.1964, -0.4495, -5.9932)
C (-7.5527, 1.8644, 3.9089)
C (-9.4780, 3.2796, 3.0869)
C (-9.7216, 1.8431, -2.0174)
C (-3.9534, -0.5248, -1.7167)
H (-10.5826, 1.6692, -2.6637)
H (2.4014, -1.1125, -0.1606)
H (-9.5628, 3.4962, 2.0191)
H (-5.7243, 0.7812, 1.5371)
H (-9.3234, 2.8443, -2.1999)
H (2.1341, 1.4856, 0.0115)
H (6.6796, -4.7771, 2.8000)
H (7.5137, 1.0443, -1.9642)
H (2.2277, 0.3391, -2.6221)
H (-7.4033, 3.7122, 3.1721)
H (-3.4980, 2.5684, 1.6311)
H (3.4654, -2.6875, -0.4827)
H (5.3123, 0.7973, -3.4716)
H (7.7751, -8.1788, 4.3011)
H (5.9555, -1.8066, -2.6713)
H (-8.9931, 0.3799, 3.3572)
H (1.2551, 3.2384, 0.2172)
H (-5.9754, -1.1472, -0.5105)
H (-1.0728, 3.0687, 0.6373)
H (2.6988, 1.6681, -3.8709)
H (-7.8981, -0.0988, 4.6680)
H (4.7323, -1.2492, 1.7535)
H (-5.7541, -0.7257, -6.8919)
H (-5.7590, -0.7910, -5.1193)
H (4.9565, -4.8477, 2.3849)
H (6.4336, -0.4557, 1.2444)
H (5.5179, -5.6186, 3.8806)
H (4.8923, 0.6568, 1.4758)
H (-4.0532, -1.3248, -2.5877)
H (-0.1368, 0.9305, 0.2938)
H (-12.6263, 2.1234, -1.5693)
H (-9.7697, 4.1657, 3.6562)
H (8.9270, -7.3445, 3.2296)
H (-12.2458, 0.3686, -1.6040)
H (-3.0942, -0.4889, -9.0588)
H (-2.1006, -1.2858, -6.9571)
H (7.2788, 2.9186, -2.0132)
H (-2.4324, 0.8616, -8.1051)
H (7.7296, -6.4016, 4.1563)
H (2.5063, 3.5746, -1.9339)
H (2.8026, -1.7320, -1.9896)
H (-10.1349, 2.4479, 3.3440)
H (-4.1895, 0.5547, -8.1140)
H (0.8923, 2.8708, -2.6759)
H (4.8132, 3.1999, -2.7696)
H (5.2297, -1.5371, 5.3732)
H (7.0876, -8.3511, 1.9479)
H (-9.3184, 1.8893, 0.0645)
H (4.1950, 2.3764, -0.5147)
H (6.0370, 0.0397, 5.4655)
H (-8.9461, 1.1043, -2.2343)
H (9.8762, -0.4900, 5.5357)
H (8.8505, -1.2198, 3.4249)
H (-2.1225, -0.2212, -3.4827)
H (6.2469, -2.7371, -1.0580)
H (9.2549, 0.8966, 4.6069)
H (7.3103, -1.1288, -1.4122)
H (6.6635, -1.3588, 6.4022)
H (8.3280, 0.2674, 5.9949)
H (-5.0867, 0.6363, -5.9301)
H (-1.1359, 3.3521, -1.3078)
H (-13.3286, 1.0283, -0.3636)
H (-9.2017, 1.0551, 5.0083)

***

DFT (ωB97M-V/def2-TZVPD) results for a cluster of 8 separate species, C30H63N10O17P in total.

**HOMO-LUMO gap**: 7.9 eV
**Multiplicity**: 1
**HOMO level**: -8.457 eV

CARTESIAN COORDINATES (ANGSTROEM)
P (-4.1429, 0.1062, -2.1061)
O (-6.6008, -8.2065, -0.1006)
O (4.3980, -1.2109, 2.1597)
O (-4.2357, -0.6337, 2.3834)
O (1.4512, -1.7240, -0.6936)
O (-2.8988, 3.7816, -5.0843)
O (-4.3685, -0.9340, -3.5243)
O (5.3242, 4.5930, 0.5792)
O (-4.0481, 1.7251, -2.8272)
O (-1.9267, 1.0532, -0.9473)
O (-0.6903, -1.7153, 6.1501)
O (3.9331, 2.0742, -2.1154)
O (9.4490, 4.3987, 0.5504)
O (0.6798, 0.9642, -2.7387)
O (3.8554, -0.0890, -3.3891)
O (-2.9796, -4.1255, 0.0517)
O (-8.1606, -0.7328, 0.1621)
O (-1.3264, 5.3160, -3.9427)
N (0.8089, -1.0120, 4.6242)
N (-8.5233, 1.4836, -0.0017)
N (-4.5651, -7.2492, -0.0012)
N (-4.8194, -2.6458, 3.2089)
N (7.1788, 5.3578, -0.4436)
N (4.8912, -3.3151, 2.7919)
N (-1.6783, -0.9529, -2.4625)
N (-0.6212, 2.9139, -2.2980)
N (0.0143, 0.2496, 0.4699)
N (10.3185, 3.9990, -1.4880)
C (-3.0757, -2.8805, -0.8891)
C (0.3179, 1.8666, -1.6495)
C (3.0107, 1.9096, -0.9415)
C (-0.8446, 2.5370, 0.6205)
C (5.6709, 0.0299, -1.6061)
C (-10.4432, -0.0029, 0.0115)
C (-2.7525, -1.3058, -0.1156)
C (-8.9559, 0.1946, 0.0648)
C (1.6374, 2.7324, -1.2536)
C (-1.7963, 1.9326, 1.8576)
C (4.3915, 0.6923, -2.4512)
C (-5.9243, -7.1863, -0.0402)
C (-5.0649, -1.3308, 2.9567)
C (10.0958, 3.6643, -0.1875)
C (5.8372, 5.1326, -0.3944)
C (-6.5197, -5.8086, -0.0043)
C (5.0509, 5.5829, -1.5914)
C (0.7124, -0.7682, -0.0648)
C (-1.6945, -3.9296, -0.9543)
C (0.4510, -1.7574, 5.7055)
C (-0.5861, 1.2481, -0.4405)
C (-6.3941, -0.8096, 3.4210)
C (4.0529, -2.3825, 2.2623)
C (-1.6627, 4.0592, -4.2925)
C (-2.3706, -0.2467, -1.3322)
C (10.6863, 2.3605, 0.2659)
C (5.8584, -1.5920, -1.9087)
C (2.7070, -2.8823, 1.8234)
C (-0.6989, 2.7833, -3.7882)
C (1.5311, -2.6147, 6.2993)
H (-9.1390, 2.2797, -0.0822)
H (2.5954, -3.9557, 1.9996)
H (9.9303, 4.8736, -1.8171)
H (-3.7625, -1.0712, 0.4235)
H (-3.8648, -2.8961, -1.8649)
H (1.8790, 3.3821, -2.2308)
H (-1.4798, 3.3891, 0.1381)
H (5.8045, -3.0022, 3.0951)
H (0.1422, 2.8789, 1.1451)
H (-0.8900, -1.5614, -2.1836)
H (-6.9874, -1.5880, 3.9086)
H (7.7303, 5.0629, 0.3519)
H (5.9596, -1.8020, -3.0785)
H (9.8819, 1.7055, 0.6116)
H (1.3955, 0.3094, -2.5163)
H (-10.6900, -0.6226, -0.8549)
H (-3.9297, -3.0203, 2.9053)
H (2.5860, -2.6891, 0.7539)
H (4.5476, 4.7187, -2.0334)
H (0.0978, -0.4258, 4.2063)
H (-0.3394, 3.8728, -1.9991)
H (-1.4886, -0.3569, -3.2922)
H (11.2252, 1.8565, -0.5411)
H (2.9037, 0.7566, -0.8002)
H (-2.7889, 1.4467, 1.4790)
H (2.4757, -2.5102, 5.7583)
H (6.8205, -2.0461, -1.3997)
H (1.7353, -1.0131, 4.2224)
H (-3.9660, -6.4379, 0.0487)
H (-3.0910, 2.7918, -5.0555)
H (7.6466, 5.7981, -1.2226)
H (-4.1402, -8.1673, -0.0242)
H (1.6896, -2.3190, 7.3399)
H (5.4839, 0.1394, -0.4556)
H (6.6554, 0.6192, -1.9009)
H (-1.6063, -4.7390, -1.7866)
H (-5.2489, -0.6501, -3.9212)
H (4.6524, -4.2906, 2.8968)
H (4.3070, 6.3186, -1.2735)
H (1.5105, 3.5313, -0.4086)
H (11.3835, 2.5508, 1.0864)
H (4.8850, -2.1301, -1.4836)
H (-7.1647, -5.7214, 0.8743)
H (-1.8634, -1.5935, 0.5788)
H (-7.1104, -5.6515, -0.9109)
H (0.3177, 2.9507, -4.3696)
H (-10.7696, -0.5040, 0.9269)
H (-6.9513, -0.4343, 2.5582)
H (10.8444, 3.4275, -2.1334)
H (-7.5244, 1.6422, 0.0324)
H (-6.2295, 0.0028, 4.1339)
H (-0.8872, -3.1839, -0.5675)
H (-5.4703, -3.2593, 3.6774)
H (-4.7566, 2.3138, -2.4335)
H (-5.7491, -5.0347, 0.0494)
H (5.6924, 6.0397, -2.3500)
H (-1.2956, 1.8254, -4.1785)
H (1.2186, -3.6617, 6.2582)
H (-10.9761, 0.9480, -0.0756)
H (1.9304, -2.3535, 2.3826)
H (-2.1225, 2.9014, 2.4736)
H (3.6039, 2.3919, -0.0309)
H (-1.1923, 1.2699, 2.6102)

***

DFT (ωB97M-V/def2-TZVPD) results for a structure of composition C30H64B3NO12.

**HOMO-LUMO gap**: 9.5 eV
**Multiplicity**: 1
**HOMO level**: -8.961 eV

CARTESIAN COORDINATES (ANGSTROEM)
O (-2.3291, 1.7107, -1.4836)
O (-1.9279, 2.6797, 5.4942)
O (-1.1266, -7.1906, 2.7774)
O (3.1266, -1.8558, 2.4909)
O (2.0787, 7.0847, -2.7673)
O (1.2637, -4.5674, -0.4439)
O (-1.2336, 3.7730, -1.9492)
O (-5.2294, 0.9812, -5.4504)
O (0.1529, -1.2016, -3.3652)
O (-3.0126, -3.6553, 0.8997)
O (4.0228, 1.9761, 2.0867)
O (-1.3550, 2.9964, 0.3150)
N (0.7900, 3.8563, -0.5120)
C (3.5290, -4.8885, 0.1893)
C (-1.5363, -5.3566, 0.1412)
C (1.9318, -2.0097, 2.6358)
C (-1.3559, -2.6234, -2.1971)
C (2.4266, -4.2972, -0.6534)
C (-2.6072, 3.3252, 4.7274)
C (5.3483, 0.0417, 2.5096)
C (-5.1150, 2.1597, -5.2025)
C (0.9749, -0.8567, 2.4886)
C (-5.5908, 3.2199, -6.1667)
C (-2.7955, -4.8462, 0.7913)
C (-3.7005, 4.2410, 5.2256)
C (4.7906, 1.4017, 2.8315)
C (-0.4490, -7.8252, 3.5553)
C (2.8377, -3.3545, -1.7558)
C (2.0794, 9.3601, -3.4589)
C (-4.4886, 2.6375, -3.9144)
C (0.1785, 7.7236, -4.0416)
C (-0.0974, -9.2691, 3.2976)
C (3.0254, 3.2428, -1.5200)
C (-2.1497, -0.8139, -3.8269)
C (0.0812, -7.2049, 4.8238)
C (2.9843, 1.8050, -0.9462)
C (-3.7806, -5.8668, 1.3030)
C (1.5045, 7.9676, -3.3625)
C (5.2309, 2.0310, 4.1306)
C (-1.0000, -1.5175, -3.1561)
C (-2.4027, 3.2533, 3.2349)
C (1.6686, 3.9391, -1.7005)
C (1.3370, -3.3498, 2.9690)
B (-1.8540, 1.8061, -0.1765)
B (-0.5715, 3.5676, -0.7309)
B (-1.6456, 2.5267, -2.3788)
H (4.2107, -5.4652, -0.4381)
H (-3.7420, 4.1999, 6.3117)
H (-0.4488, -3.0361, -1.7604)
H (-6.0176, 2.7444, -7.0467)
H (3.0290, 9.3974, -2.9303)
H (-3.3135, 2.8974, 2.7501)
H (-1.8441, 0.8619, 0.5424)
H (3.3700, 1.8475, 0.0836)
H (1.8820, 4.9993, -1.8886)
H (3.3709, -2.5009, -1.3336)
H (1.9594, -2.9907, -2.2858)
H (-3.6071, 3.2417, -4.1361)
H (-1.4051, 2.1695, -3.4829)
H (-1.9894, -2.2425, -1.3934)
H (-0.2955, -7.7485, 5.6916)
H (5.0571, -0.6668, 3.2820)
H (-0.2436, -6.1686, 4.8844)
H (3.0980, -5.5434, 0.9437)
H (1.5296, 0.0492, 2.2465)
H (1.1864, 3.2923, 0.2336)
H (-1.7696, -0.0359, -4.4853)
H (0.8039, -3.2945, 3.9199)
H (-2.7803, -0.3583, -3.0623)
H (0.6378, -3.6495, 2.1868)
H (0.2637, 7.9228, -5.1112)
H (3.4563, 3.1868, -2.5299)
H (-2.7428, -1.5166, -4.4137)
H (3.4919, -3.8703, -2.4612)
H (-4.6638, 3.9283, 4.8195)
H (3.6373, 1.1470, -1.5279)
H (-1.8830, -3.4179, -2.7289)
H (-1.5917, 2.5653, 3.0116)
H (4.0849, -4.0912, 0.6851)
H (-3.4991, 5.2673, 4.9145)
H (1.3928, 10.0800, -3.0107)
H (6.4386, 0.0891, 2.4483)
H (-0.9652, -5.9513, 0.8490)
H (0.4259, -0.7027, 3.4198)
H (-6.3515, 3.8424, -5.6928)
H (-0.5392, -9.5879, 2.3564)
H (1.9772, 1.3708, -0.9329)
H (4.7598, 3.0051, 4.2418)
H (1.1924, 3.5587, -2.6102)
H (-0.4814, -9.8967, 4.1033)
H (0.9860, -9.3854, 3.2409)
H (-1.7904, -5.9656, -0.7301)
H (-2.1470, 4.2370, 2.8398)
H (-4.1234, -6.4974, 0.4806)
H (2.2420, 9.6261, -4.5045)
H (-0.5849, 8.3775, -3.6170)
H (6.3149, 2.1554, 4.1361)
H (-0.1189, 6.6874, -3.8940)
H (-0.9364, -4.5193, -0.1814)
H (-3.3031, -6.4910, 2.0569)
H (3.7025, 3.8856, -0.9455)
H (-5.2046, 3.2338, -3.3461)
H (-4.7541, 3.8505, -6.4718)
H (-4.6372, -5.3586, 1.7425)
H (4.9507, -0.2978, 1.5587)
H (2.1298, -4.0916, 3.0447)
H (0.2660, -1.0686, 1.6890)
H (-4.1937, 1.7784, -3.3175)
H (1.1719, -7.2380, 4.8287)
H (4.9403, 1.3961, 4.9690)

***

DFT (ωB97M-V/def2-TZVPD) results for a cluster of 6 separate species, C30H64BNO13PS in total.

**HOMO-LUMO gap**: 9.1 eV
**Multiplicity**: 1
**Charge**: +1
**HOMO level**: -11.073 eV

CARTESIAN COORDINATES (ANGSTROEM)
S (0.8812, -1.9444, -1.8298)
P (-2.3336, 0.8140, -4.3288)
O (-3.7985, 1.4518, -3.9900)
O (-1.3521, 0.1669, 1.7721)
O (3.3436, -0.9221, 3.2709)
O (4.5896, 0.8420, -3.3968)
O (2.6395, -7.0061, 5.9753)
O (-0.4589, 7.7223, -2.6008)
O (3.3141, -3.0997, 3.0196)
O (3.0564, 2.2064, -4.6167)
O (3.2320, -5.7026, 7.6442)
O (-4.8259, -1.0484, -1.9713)
O (0.0590, 6.0146, -3.8787)
O (-6.5189, 0.3133, -2.2170)
O (-0.5802, 2.1257, 1.1721)
N (-1.3235, 1.2365, -2.8743)
C (2.3966, 1.3519, -2.2412)
C (-0.1044, -0.4557, -1.5146)
C (0.9333, -4.2420, -0.2954)
C (0.9469, 1.6648, -2.5626)
C (-6.0198, -0.9246, -2.1045)
C (1.2668, -5.0994, 6.2795)
C (0.4860, 5.4540, -5.1203)
C (-7.8861, 0.5925, -2.5642)
C (3.2030, -4.4448, 8.3266)
C (-1.3359, -0.9964, 2.6159)
C (-2.3206, -0.8749, 3.7585)
C (3.8671, -4.3277, 2.5234)
C (0.7300, -2.7299, -0.2039)
C (0.1410, 2.5369, -1.5798)
C (4.7160, -5.0350, 3.5556)
C (1.9794, 5.2097, -5.1531)
C (-8.7883, 0.5758, -1.3494)
C (-0.6313, 1.2684, 2.0231)
C (0.8133, 8.2807, -4.5238)
C (-6.9468, -2.1107, -2.0642)
C (0.7667, 3.8169, -1.0817)
C (0.0698, 7.3413, -3.6055)
C (5.4381, -1.8841, 2.6997)
C (-1.1433, 2.6836, -2.4184)
C (0.0261, 1.4488, 3.3652)
C (2.4396, -5.9993, 6.5983)
C (-0.0307, 0.4830, -2.7022)
C (3.9585, -1.9185, 2.9943)
C (2.1407, -4.4132, 9.4054)
C (-1.7593, 1.8204, -5.7237)
B (3.3761, 1.4621, -3.4806)
H (-1.6260, -1.8224, 1.9681)
H (5.9854, -1.9114, 3.6408)
H (1.8971, -4.5141, 0.1127)
H (2.7312, 2.1468, -1.5696)
H (2.1796, -3.4707, 9.9517)
H (2.2610, 4.7122, -6.0812)
H (-3.3233, -0.6887, 3.3741)
H (-7.8750, -1.9666, -2.6103)
H (-1.9064, 0.8688, -2.1157)
H (-1.9938, 2.9533, -1.8057)
H (4.1388, -5.2125, 4.4620)
H (0.8591, 7.9513, -5.5595)
H (3.0034, -4.9443, 2.2779)
H (-4.1053, 1.0390, -3.1569)
H (-2.4431, 1.5812, -6.5330)
H (2.2731, 4.5784, -4.3168)
H (2.5473, 6.1367, -5.0748)
H (2.4804, 1.6572, -5.1724)
H (-0.7709, 1.5241, -6.0483)
H (1.8250, 8.4173, -4.1442)
H (0.3014, 9.2391, -4.5141)
H (-8.2286, -0.0827, -3.3483)
H (-2.0688, -0.0464, 4.4201)
H (2.5424, 0.4213, -1.7026)
H (-8.8143, -0.4078, -0.8800)
H (0.3030, 0.5183, 3.8535)
H (1.1060, -5.1205, 5.2041)
H (-1.1265, -0.7639, -1.3003)
H (-9.8050, 0.8502, -1.6282)
H (0.8285, 2.2194, -3.4975)
H (-8.4269, 1.2815, -0.6017)
H (2.2937, -5.2324, 10.1073)
H (-2.3347, -1.7921, 4.3466)
H (-1.0061, 3.3711, -3.2438)
H (5.7838, -2.6919, 2.0592)
H (0.3795, -5.4864, 6.7785)
H (5.0647, -5.9937, 3.1735)
H (5.6617, -0.9506, 2.1895)
H (0.9401, 2.0200, 3.2239)
H (1.3943, -2.3011, 0.5375)
H (1.5935, 3.5437, -0.4331)
H (0.3198, -0.0812, -3.5673)
H (1.4138, -4.0587, 6.5586)
H (5.5859, -4.4413, 3.8388)
H (4.4044, -4.1575, 1.5885)
H (-6.4361, -2.9580, -2.5149)
H (0.3279, 0.0550, -0.6610)
H (0.7956, -4.6311, -1.2962)
H (-0.6457, 2.0122, 4.0119)
H (0.0868, 4.4056, -0.4810)
H (4.1876, -4.3429, 8.7796)
H (-7.8715, 1.5902, -2.9981)
H (0.1431, 6.0590, -5.9610)
H (-0.2924, -2.5526, 0.1129)
H (-1.8311, 2.8946, -5.5711)
H (4.8022, 0.4253, -4.2496)
H (-0.3225, -1.2092, 2.9583)
H (-0.2456, 2.0140, -0.6972)
H (0.2004, -4.7350, 0.3344)
H (3.1000, -3.6220, 7.6172)
H (-0.0388, 4.4990, -5.1923)
H (1.1400, -4.5278, 8.9882)
H (1.1766, 4.3732, -1.9229)
H (-7.1720, -2.3465, -1.0250)